ORCA calculation (ωB97M-V/def2-TZVPD) on 9 unconnected molecules or ions with the total composition C32H64O14S5 in a non-equilibrium geometry.

Properties
relative energy (zero: lowest compared OMol25 entry of this formula, charge and spin): 109.5 kcal/mol
maximum force: 3.806 eV Å⁻¹
LUMO energy: -0.106 eV
Kohn-Sham gap: 0.340 hartree
SMILES: O=S1(=O)CCCC1.O=S1(=O)CCCC1.O=S1(=O)CCCC1.O=S1(=O)CCCC1.O=S1(=O)CCCC1.CC(C)=O.CC(C)=O.CC(C)=O.CC(C)=O

Geometry as ORCA input:
```
! wB97M-V def2-TZVPD RIJCOSX def2/J DEFGRID3
* xyz 0 1
O 18.49 -4.45 -22.15
S 17.27 -4.25 -22.94
O 16.23 -3.33 -22.54
C 17.76 -3.90 -24.73
C 17.09 -5.08 -25.46
C 17.19 -6.28 -24.56
C 16.44 -5.87 -23.33
H 18.84 -4.02 -24.67
H 17.52 -2.87 -25.01
H 16.04 -4.81 -25.62
H 17.50 -5.16 -26.47
H 18.27 -6.45 -24.50
H 16.83 -7.17 -25.06
H 16.42 -6.58 -22.50
H 15.42 -5.64 -23.61
O 10.64 2.01 -27.54
S 9.60 1.39 -26.73
O 9.99 0.98 -25.38
C 8.10 2.45 -26.58
C 6.98 1.42 -26.44
C 7.25 0.21 -27.45
C 8.78 0.05 -27.70
H 8.11 2.98 -27.53
H 8.29 2.98 -25.64
H 6.87 1.07 -25.41
H 5.98 1.82 -26.60
H 6.89 0.55 -28.42
H 6.89 -0.82 -27.35
H 9.12 0.01 -28.73
H 9.14 -0.90 -27.29
O 26.72 3.62 -20.26
S 25.32 4.06 -19.92
O 25.09 4.48 -18.55
C 24.55 5.24 -21.05
C 22.99 4.89 -20.89
C 22.70 3.34 -20.79
C 24.00 2.67 -20.36
H 24.84 4.98 -22.07
H 24.75 6.27 -20.76
H 22.50 5.48 -20.11
H 22.52 5.27 -21.79
H 22.27 3.01 -21.73
H 21.82 3.19 -20.16
H 24.41 1.89 -21.00
H 24.04 2.10 -19.43
O 13.16 5.94 -24.04
S 14.54 6.01 -23.57
O 15.03 7.31 -23.22
C 14.69 4.83 -22.09
C 16.05 4.21 -22.23
C 16.13 3.72 -23.71
C 15.69 4.98 -24.63
H 13.87 4.13 -22.24
H 14.45 5.35 -21.16
H 16.86 4.95 -22.29
H 16.38 3.48 -21.49
H 15.45 2.88 -23.77
H 17.14 3.34 -23.90
H 15.12 4.91 -25.56
H 16.61 5.56 -24.77
O 9.59 13.02 -23.61
S 10.11 13.26 -24.96
O 11.05 14.31 -25.23
C 10.70 11.60 -25.53
C 9.76 11.11 -26.64
C 9.14 12.36 -27.33
C 8.68 13.26 -26.21
H 11.00 11.04 -24.65
H 11.62 11.92 -26.03
H 10.33 10.56 -27.39
H 9.00 10.37 -26.38
H 8.48 12.03 -28.13
H 9.88 12.89 -27.93
H 7.81 12.82 -25.71
H 8.37 14.27 -26.47
C 14.67 0.00 -17.52
C 15.47 0.78 -16.48
C 16.18 0.01 -15.33
O 15.43 2.04 -16.46
H 14.90 -1.03 -17.26
H 15.09 0.29 -18.49
H 13.61 0.22 -17.48
H 15.61 -0.88 -15.07
H 16.17 0.69 -14.49
H 17.23 -0.16 -15.57
C 22.40 4.22 -28.63
C 23.05 2.79 -28.43
C 24.50 2.65 -28.82
O 22.32 1.85 -28.02
H 21.57 4.54 -28.00
H 22.17 4.34 -29.69
H 23.15 4.99 -28.43
H 24.59 2.69 -29.90
H 25.10 1.81 -28.47
H 25.00 3.54 -28.43
C 15.90 2.61 -30.71
C 15.90 1.13 -30.84
C 16.17 0.20 -29.77
O 15.77 0.70 -31.94
H 14.89 2.74 -30.31
H 15.96 3.28 -31.57
H 16.59 2.92 -29.92
H 15.46 0.65 -29.07
H 17.13 0.20 -29.28
H 15.77 -0.82 -29.83
C 11.10 6.57 -13.46
C 12.51 7.25 -13.70
C 13.18 7.18 -15.09
O 13.16 7.57 -12.69
H 11.31 6.37 -12.41
H 11.06 5.63 -14.01
H 10.33 7.23 -13.86
H 12.66 6.47 -15.74
H 14.23 6.91 -15.03
H 13.20 8.24 -15.35
*
```

=====

ORCA calculation (ωB97M-V/def2-TZVPD) on a gas-phase ion, C3H7N2OS2 (charge +1) in a non-equilibrium geometry.

Properties
relative energy (zero: lowest compared OMol25 entry of this formula, charge and spin): 22.9 kcal/mol
maximum force: 5.948 eV Å⁻¹
LUMO energy: -4.582 eV
Kohn-Sham gap: 0.326 hartree

Geometry as ORCA input:
```
! wB97M-V def2-TZVPD RIJCOSX def2/J DEFGRID3
* xyz 1 1
C 0.03 0.88 -0.05
C -1.76 -0.85 0.09
C 2.72 0.31 0.48
N -1.09 1.57 -0.09
N -0.35 -0.67 0.16
O -2.23 -1.39 -1.16
S -2.56 0.81 0.27
S 1.54 1.54 -0.43
H -2.07 -1.54 0.84
H 3.58 0.89 0.44
H 2.71 -0.61 0.09
H 2.29 0.14 1.41
H -1.15 2.50 -0.46
H 0.23 -1.29 -0.39
H -1.90 -2.32 -1.20
*
```

=====

ORCA calculation (ωB97M-V/def2-TZVPD) on 2 unconnected molecules or ions with the total composition C5H12NS in a non-equilibrium geometry.

Properties
relative energy (zero: lowest compared OMol25 entry of this formula, charge and spin): 0.2 kcal/mol
maximum force: 7.400 eV Å⁻¹
LUMO energy (spin up / spin down): -2.820 / -7.944 eV
Kohn-Sham gap (spin up / spin down): 0.331 / 0.183 hartree

Geometry as ORCA input:
```
! wB97M-V def2-TZVPD RIJCOSX def2/J DEFGRID3
* xyz 1 3
C -0.01 -1.79 -1.26
C 0.30 -0.65 -0.62
C 0.71 0.46 -1.53
C 0.93 0.82 1.36
C 0.46 -0.54 0.82
N 0.21 -1.61 1.57
S -2.43 2.13 -0.28
H -0.30 -2.78 -0.81
H 0.04 -1.85 -2.34
H 1.67 0.79 -1.10
H 0.04 1.28 -1.47
H 0.91 0.27 -2.59
H 0.32 1.62 0.96
H 1.09 0.76 2.37
H 1.92 0.96 0.92
H 0.40 -1.73 2.54
H -3.34 1.19 0.28
H 0.20 -2.53 1.04
H -3.13 3.18 0.13
*
```

=====

ORCA calculation (ωB97M-V/def2-TZVPD) on a molecular structure, C14H21BN5O5S2Zn.

Properties
relative energy (zero: lowest compared OMol25 entry of this formula, charge and spin): 0.0 kcal/mol
maximum force: 0.154 eV Å⁻¹
LUMO energy: 2.755 eV
Kohn-Sham gap: 0.290 hartree

Geometry as ORCA input:
```
! wB97M-V def2-TZVPD RIJCOSX def2/J DEFGRID3
* xyz -1 1
Zn -0.52 0.01 0.40
O -1.60 0.72 2.85
C -1.78 -0.54 3.47
C -2.20 -1.59 2.46
N -1.19 -1.88 1.44
C 0.03 -2.44 2.00
C 1.00 -1.35 2.51
O 1.82 -1.68 3.36
O 0.88 -0.20 1.96
C -1.78 -2.63 0.34
C -2.65 -1.70 -0.54
O -3.59 -2.20 -1.15
O -2.28 -0.48 -0.55
H -0.65 0.90 2.86
H -2.57 -0.45 4.22
H -0.88 -0.86 3.99
H -3.10 -1.24 1.94
H -2.46 -2.52 3.00
H 0.56 -2.97 1.21
H -0.16 -3.15 2.82
H -2.39 -3.47 0.68
H -0.98 -3.01 -0.29
C -3.11 2.23 -1.58
N -1.81 2.17 -2.23
C -1.60 1.99 -3.58
C -0.26 1.98 -3.76
N 0.34 2.16 -2.54
B 1.87 2.37 -2.37
N 2.55 1.39 -1.34
C 3.72 1.78 -0.74
C 4.20 0.74 -0.02
N 3.30 -0.29 -0.19
C 3.43 -1.59 0.44
C 2.29 0.13 -0.99
S 0.92 -0.83 -1.43
C -0.62 2.25 -1.61
S -0.40 2.39 0.09
H -3.85 2.47 -2.34
H -3.09 3.02 -0.83
H -3.33 1.28 -1.11
H -2.41 1.86 -4.27
H 0.33 1.86 -4.66
H 2.36 2.19 -3.47
H 2.09 3.48 -1.96
H 4.11 2.78 -0.87
H 5.07 0.64 0.60
H 4.42 -2.00 0.22
H 2.67 -2.24 0.02
H 3.29 -1.50 1.52
*
```

=====

no.,electronic energy (eV)
1,-117055.24217
2,-29914.00010
3,-17694.29861
4,-103319.71354